21
Properties=species:S:1:pos:R:3:forces:R:3 method="wB97M-V/def2-TZVPD" de_lowest_kj_mol=203.1 total_charge=+2 fmax_ev_per_a=10.9 homo_lumo_gap_ev=7.3
O -0.2332 -2.9579 0.1777 0.3 4.6 -0.2
C -0.1434 -1.8173 0.1090 -0.8 -10.9 0.6
Mg 0.0000 0.0000 0.0000 -5.4 2.8 2.6
C 0.1505 0.4953 -1.7513 0.9 2.9 -10.5
C 1.4805 0.5495 0.9173 8.9 3.3 5.4
O 0.2450 0.8061 -2.8505 -0.4 -1.2 4.4
O 2.4098 0.8941 1.4928 -3.8 -1.4 -2.3
C -5.1974 2.6605 2.5113 -0.2 0.3 0.4
C -3.9637 2.0389 1.9272 -0.1 0.2 0.2
C -4.0672 1.1906 0.8169 0.9 -0.4 -0.3
C -2.9127 0.6149 0.2805 -0.7 1.2 1.4
N -1.6974 0.8787 0.8310 1.0 -0.4 -0.4
C -1.5707 1.7001 1.9083 -1.9 0.1 -0.2
C -2.6997 2.2941 2.4770 0.6 -0.5 -0.5
H -5.6994 3.2861 1.7438 0.2 -0.4 0.5
H -5.8949 1.8633 2.8444 0.3 0.5 -0.3
H -4.9551 3.3027 3.3850 -0.2 -0.4 -0.6
H -5.0318 0.9772 0.3726 0.0 0.0 0.0
H -2.9822 -0.0417 -0.5763 0.2 -0.1 -0.1
H -0.5932 1.8927 2.3281 0.1 -0.1 -0.1
H -2.5867 2.9447 3.3353 0.0 0.0 -0.1